Molecular formula: N2O4
Method: DFT, wB97M-V/def2-TZVPD

Cartesian coordinates (Å):
N1 -0.01839 -0.24822 -1.08951
N2 -0.11263 0.14400 1.09155
O1 -0.17380 -0.34396 -2.23455
O2 0.95073 0.02474 -0.40813
O3 0.54667 0.50314 1.98065
O4 -1.19260 -0.07970 0.66000

Results
- total energy (eV) = -11161.5178
- HOMO level (eV) = -9.03
- molar mass (g mol⁻¹) = 92.010
- maximum force (eV/Å) = 3.513
- energy above the lowest of the compared OMol25 structures with the same formula, charge and spin (kJ/mol) = 179.9
- LUMO level (eV) = -0.888

Löwdin atomic charge list, values in e, 4 entries:
1 N -0.28
2 N -0.26
3 O 0.09
4 O 0.08